Entry 1:
{
  "formula": "C53H112N13O20",
  "method": "the ωB97M-V functional and the def2-TZVPD basis",
  "symbols": ["C", "C", "C", "C", "C", "C", "N", "O", "C", "C", "C", "H", "H", "H", "H", "H", "H", "H", "H", "H", "H", "H", "H", "H", "H", "H", "H", "H", "H", "O", "C", "N", "C", "H", "H", "H", "H", "H", "O", "C", "N", "C", "H", "H", "H", "H", "H", "O", "C", "N", "C", "H", "H", "H", "H", "H", "O", "C", "N", "C", "H", "H", "H", "H", "H", "O", "C", "N", "C", "H", "H", "H", "H", "H", "O", "C", "N", "C", "H", "H", "H", "H", "H", "O", "C", "N", "C", "H", "H", "H", "H", "H", "O", "C", "N", "C", "H", "H", "H", "H", "H", "O", "C", "N", "C", "H", "H", "H", "H", "H", "O", "C", "N", "C", "H", "H", "H", "H", "H", "O", "C", "N", "C", "H", "H", "H", "H", "H", "C", "C", "N", "C", "C", "C", "C", "H", "H", "H", "H", "H", "H", "H", "H", "H", "H", "H", "H", "H", "H", "H", "O", "C", "O", "C", "C", "C", "H", "H", "H", "H", "H", "H", "O", "C", "O", "C", "C", "C", "H", "H", "H", "H", "H", "H", "O", "C", "O", "C", "C", "C", "H", "H", "H", "H", "H", "H", "O", "C", "O", "C", "C", "C", "H", "H", "H", "H", "H", "H"],
  "coordinates": [[18.009, -6.403, -17.056], [17.760, -6.355, -15.508], [17.419, -7.747, -14.927], [18.614, -8.705, -14.804], [19.661, -8.013, -13.952], [20.133, -6.569, -14.329], [18.927, -5.732, -14.685], [19.128, -4.365, -14.898], [21.228, -6.738, -15.469], [20.757, -6.003, -13.025], [16.591, -5.485, -15.212], [17.179, -6.619, -17.728], [18.532, -7.310, -17.359], [18.557, -5.582, -17.519], [16.615, -8.169, -15.530], [17.004, -7.618, -13.927], [18.861, -9.048, -15.809], [18.242, -9.664, -14.445], [20.512, -8.671, -14.127], [19.372, -8.108, -12.905], [22.071, -7.285, -15.047], [21.783, -5.816, -15.645], [20.898, -7.167, -16.415], [21.280, -5.049, -13.096], [21.520, -6.679, -12.639], [19.980, -5.857, -12.275], [16.392, -5.586, -14.145], [15.647, -5.857, -15.610], [16.701, -4.436, -15.490], [10.345, -14.245, -14.133], [10.726, -14.418, -15.275], [10.051, -13.998, -16.323], [12.044, -15.112, -15.614], [10.261, -14.457, -17.197], [9.233, -13.418, -16.206], [12.903, -14.636, -15.140], [12.331, -15.013, -16.661], [12.069, -16.165, -15.336], [11.792, -3.805, -20.402], [10.635, -3.648, -20.742], [10.266, -2.907, -21.743], [9.535, -4.158, -19.806], [11.034, -2.389, -22.144], [9.305, -2.610, -21.836], [9.735, -5.164, -19.437], [8.584, -4.408, -20.275], [9.287, -3.489, -18.981], [16.191, 2.113, -18.324], [15.395, 1.327, -18.806], [15.831, 0.200, -19.268], [13.874, 1.639, -18.772], [16.831, 0.063, -19.300], [15.245, -0.566, -19.569], [13.546, 2.085, -17.833], [13.294, 0.762, -19.060], [13.699, 2.411, -19.521], [31.521, -6.220, -14.820], [31.166, -6.915, -15.752], [29.958, -6.754, -16.150], [32.058, -8.018, -16.317], [29.425, -5.936, -15.892], [29.590, -7.380, -16.851], [33.077, -7.819, -15.986], [32.024, -8.230, -17.386], [31.715, -8.969, -15.908], [16.142, -4.249, -9.279], [15.582, -4.878, -8.350], [14.434, -4.475, -7.831], [16.268, -6.130, -7.759], [14.179, -4.857, -6.931], [14.064, -3.616, -8.213], [15.832, -7.073, -8.087], [16.234, -6.174, -6.670], [17.284, -6.079, -8.151], [23.107, -1.719, -19.782], [23.906, -1.933, -20.663], [24.014, -1.103, -21.628], [24.660, -3.246, -20.622], [23.460, -0.259, -21.611], [24.596, -1.315, -22.425], [23.997, -4.101, -20.753], [25.223, -3.440, -19.710], [25.479, -3.239, -21.342], [23.073, -11.824, -8.400], [22.638, -11.011, -7.602], [23.272, -9.888, -7.293], [21.274, -11.218, -6.868], [24.121, -9.619, -7.771], [22.830, -9.208, -6.691], [21.087, -12.287, -6.764], [20.447, -10.796, -7.438], [21.262, -10.685, -5.918], [18.556, 4.090, -10.630], [18.660, 3.776, -11.803], [18.514, 4.738, -12.734], [18.990, 2.369, -12.267], [18.432, 5.704, -12.449], [18.323, 4.439, -13.680], [18.227, 1.632, -12.016], [19.929, 2.090, -11.789], [19.184, 2.368, -13.340], [10.389, -0.169, -11.074], [10.078, 0.422, -12.162], [9.281, 1.476, -12.071], [10.375, -0.152, -13.576], [9.013, 1.816, -11.159], [9.082, 1.982, -12.922], [10.142, -1.217, -13.543], [11.363, -0.008, -14.013], [9.779, 0.301, -14.368], [22.563, -3.641, -6.381], [22.833, -2.443, -6.363], [24.045, -2.055, -6.480], [21.803, -1.386, -6.233], [24.762, -2.698, -6.785], [24.271, -1.123, -6.164], [21.696, -1.306, -5.151], [20.853, -1.618, -6.715], [21.944, -0.358, -6.567], [26.879, -1.274, -15.239], [26.445, -0.140, -15.049], [26.728, 0.899, -15.765], [25.362, 0.099, -13.976], [27.348, 0.871, -16.562], [26.464, 1.815, -15.431], [25.519, -0.449, -13.047], [24.440, -0.274, -14.421], [25.380, 1.160, -13.728], [18.686, -16.443, -10.453], [18.259, -17.398, -9.318], [17.357, -16.754, -8.306], [17.121, -17.649, -7.141], [18.391, -17.703, -6.196], [16.044, -16.500, -9.007], [15.741, -14.972, -8.821], [17.896, -16.414, -11.205], [19.596, -16.738, -10.975], [18.650, -15.400, -10.141], [17.879, -18.310, -9.778], [19.125, -17.578, -8.681], [16.337, -17.243, -6.502], [16.877, -18.688, -7.362], [19.244, -18.256, -6.591], [18.860, -16.721, -6.142], [18.203, -18.020, -5.170], [15.226, -17.023, -8.512], [16.081, -16.777, -10.060], [15.561, -14.701, -7.780], [14.816, -14.699, -9.329], [16.482, -14.272, -9.207], [16.374, -14.407, -23.538], [16.018, -13.368, -22.971], [16.588, -12.169, -23.097], [16.080, -11.178, -22.202], [15.147, -11.942, -21.256], [14.870, -13.246, -22.025], [15.471, -10.487, -22.785], [16.845, -10.612, -21.672], [14.274, -11.384, -20.916], [15.688, -11.950, -20.310], [13.924, -13.114, -22.549], [14.699, -14.133, -21.416], [21.199, -6.383, -24.197], [20.465, -5.505, -24.662], [19.193, -5.435, -24.398], [18.539, -4.309, -25.031], [19.552, -3.629, -25.926], [20.856, -4.433, -25.703], [18.245, -3.621, -24.238], [17.728, -4.735, -25.623], [19.732, -2.611, -25.581], [19.199, -3.558, -26.955], [21.644, -3.914, -25.156], [21.177, -5.049, -26.542], [10.117, -7.995, -11.831], [8.906, -7.736, -11.792], [8.423, -6.906, -10.837], [7.005, -6.720, -11.093], [6.695, -7.293, -12.446], [7.787, -8.266, -12.727], [6.857, -5.648, -11.221], [6.435, -7.184, -10.288], [6.784, -6.416, -13.087], [5.686, -7.701, -12.373], [8.047, -8.319, -13.784], [7.623, -9.269, -12.334], [21.648, -15.139, -18.588], [21.612, -16.182, -19.194], [22.703, -16.726, -19.724], [22.513, -18.111, -19.869], [21.061, -18.180, -20.178], [20.429, -17.130, -19.326], [22.585, -18.507, -18.857], [23.174, -18.714, -20.492], [20.638, -19.179, -20.078], [20.899, -17.968, -21.235], [20.178, -17.567, -18.359], [19.575, -16.543, -19.664]],
  "molar_mass_g_mol": 1251.55,
  "orbital_gap_ha": 0.0938,
  "max_force_ev_per_a": 9.2,
  "total_energy_ha": -4302.94978,
  "charge": 1,
  "e_lumo_ha": -0.2596,
  "e_homo_ev": -9.6
}


Entry 2:
{
  "formula": "C53H113N7O15",
  "method": "the ωB97M-V functional and the def2-TZVPD basis",
  "symbols": ["C", "O", "N", "C", "C", "H", "H", "H", "H", "H", "H", "H", "C", "O", "N", "C", "C", "H", "H", "H", "H", "H", "H", "H", "C", "O", "N", "C", "C", "H", "H", "H", "H", "H", "H", "H", "C", "O", "N", "C", "C", "H", "H", "H", "H", "H", "H", "H", "C", "O", "N", "C", "C", "H", "H", "H", "H", "H", "H", "H", "C", "O", "N", "C", "C", "H", "H", "H", "H", "H", "H", "H", "C", "O", "N", "C", "C", "H", "H", "H", "H", "H", "H", "H", "C", "C", "C", "O", "C", "H", "H", "H", "H", "H", "H", "H", "H", "C", "C", "C", "O", "C", "H", "H", "H", "H", "H", "H", "H", "H", "C", "C", "C", "O", "C", "H", "H", "H", "H", "H", "H", "H", "H", "C", "C", "C", "O", "C", "H", "H", "H", "H", "H", "H", "H", "H", "C", "C", "C", "O", "C", "H", "H", "H", "H", "H", "H", "H", "H", "C", "C", "C", "O", "C", "H", "H", "H", "H", "H", "H", "H", "H", "C", "C", "C", "O", "C", "H", "H", "H", "H", "H", "H", "H", "H", "C", "C", "C", "O", "C", "H", "H", "H", "H", "H", "H", "H", "H"],
  "coordinates": [[-0.327, 6.438, -0.849], [-0.577, 7.692, -0.832], [0.532, 5.799, -0.063], [0.677, 4.289, -0.104], [1.274, 6.538, 0.924], [-0.778, 5.749, -1.580], [0.454, 3.801, 0.844], [1.693, 3.979, -0.348], [0.167, 3.702, -0.868], [2.324, 6.246, 0.946], [1.318, 7.610, 0.731], [0.840, 6.407, 1.915], [6.539, 1.816, -0.529], [7.501, 2.566, -0.757], [5.841, 1.088, -1.359], [4.519, 0.520, -0.954], [6.171, 1.041, -2.759], [6.115, 1.809, 0.487], [4.382, 0.641, 0.120], [4.637, -0.531, -1.220], [3.641, 0.989, -1.399], [6.025, 0.087, -3.266], [5.602, 1.844, -3.228], [7.221, 1.264, -2.953], [-1.600, 2.215, -3.042], [-1.207, 3.351, -3.116], [-2.768, 1.744, -3.484], [-3.116, 0.357, -3.301], [-3.735, 2.592, -4.140], [-1.028, 1.466, -2.473], [-3.454, -0.126, -4.218], [-3.990, 0.229, -2.662], [-2.251, -0.226, -2.985], [-3.966, 2.253, -5.149], [-4.716, 2.615, -3.664], [-3.555, 3.667, -4.116], [-1.293, 0.633, 0.417], [-1.412, 1.776, 0.869], [-0.130, 0.070, 0.055], [-0.114, -1.068, -0.909], [1.127, 0.696, 0.171], [-2.180, 0.002, 0.256], [-1.033, -1.633, -1.064], [0.649, -1.822, -0.720], [0.089, -0.699, -1.914], [1.100, 1.346, 1.046], [1.933, 0.023, 0.463], [1.396, 1.321, -0.681], [2.046, 3.494, -3.646], [2.436, 2.899, -2.653], [2.278, 4.787, -3.972], [2.072, 5.335, -5.321], [3.049, 5.658, -3.056], [1.580, 2.934, -4.471], [2.990, 5.770, -5.717], [1.255, 6.057, -5.302], [1.783, 4.564, -6.034], [3.574, 5.100, -2.282], [3.785, 6.119, -3.715], [2.452, 6.415, -2.548], [-3.740, -2.716, 1.217], [-2.921, -2.066, 0.626], [-5.038, -2.395, 1.278], [-5.855, -3.077, 2.252], [-5.679, -1.352, 0.486], [-3.544, -3.568, 1.887], [-6.632, -2.442, 2.677], [-5.163, -3.493, 2.984], [-6.396, -3.951, 1.891], [-6.383, -0.788, 1.099], [-5.071, -0.639, -0.071], [-6.241, -1.853, -0.302], [-5.280, 3.004, 0.221], [-5.457, 2.039, -0.523], [-4.302, 3.932, 0.222], [-4.092, 4.860, 1.299], [-3.283, 3.971, -0.811], [-5.934, 3.182, 1.089], [-4.960, 4.771, 1.953], [-4.089, 5.880, 0.914], [-3.154, 4.674, 1.823], [-2.336, 3.606, -0.413], [-3.587, 3.448, -1.718], [-3.129, 5.037, -0.977], [2.578, -1.988, -6.373], [2.272, -1.042, -5.159], [3.520, -1.149, -4.257], [4.521, -1.545, -5.144], [3.992, -2.496, -6.060], [2.560, -1.489, -7.342], [1.885, -2.828, -6.348], [1.412, -1.225, -4.515], [2.120, -0.038, -5.556], [3.257, -1.874, -3.486], [3.857, -0.237, -3.764], [4.009, -3.498, -5.630], [4.640, -2.467, -6.936], [0.239, 4.463, 4.347], [0.409, 3.145, 3.664], [1.146, 2.344, 4.735], [0.991, 3.109, 5.914], [0.007, 4.115, 5.786], [-0.566, 5.070, 3.933], [1.170, 5.027, 4.303], [1.006, 3.139, 2.752], [-0.604, 2.747, 3.599], [2.203, 2.270, 4.482], [0.749, 1.330, 4.759], [0.236, 4.845, 6.562], [-0.949, 3.629, 5.982], [-4.130, 0.477, 4.045], [-5.562, 0.588, 4.595], [-5.785, 2.109, 4.564], [-4.983, 2.547, 3.453], [-3.789, 1.835, 3.413], [-4.052, -0.345, 3.334], [-3.425, 0.084, 4.777], [-5.651, 0.225, 5.620], [-6.342, 0.114, 4.000], [-5.464, 2.569, 5.498], [-6.848, 2.349, 4.606], [-3.196, 2.433, 4.105], [-3.414, 1.596, 2.418], [-4.080, -3.543, -4.019], [-3.844, -5.039, -4.080], [-4.700, -5.402, -2.866], [-4.312, -4.459, -1.915], [-4.074, -3.232, -2.530], [-5.005, -3.215, -4.491], [-3.281, -3.033, -4.557], [-2.795, -5.324, -3.991], [-4.187, -5.587, -4.957], [-4.413, -6.398, -2.530], [-5.755, -5.367, -3.135], [-3.105, -2.952, -2.117], [-4.867, -2.537, -2.253], [-0.206, -1.009, 3.500], [-0.670, -1.430, 4.808], [-1.407, -2.707, 4.522], [-0.589, -3.293, 3.517], [0.048, -2.317, 2.734], [0.692, -0.392, 3.530], [-1.039, -0.455, 3.066], [-1.244, -0.673, 5.343], [0.267, -1.634, 5.325], [-2.422, -2.490, 4.191], [-1.471, -3.409, 5.354], [-0.269, -2.180, 1.700], [1.085, -2.648, 2.687], [-1.169, -5.776, 0.143], [0.137, -6.398, 0.477], [0.674, -6.739, -0.946], [0.242, -5.580, -1.716], [-0.940, -5.017, -1.170], [-1.646, -5.171, 0.914], [-1.838, -6.602, -0.098], [0.099, -7.201, 1.213], [0.862, -5.697, 0.890], [0.276, -7.624, -1.443], [1.744, -6.902, -1.076], [-1.783, -5.011, -1.861], [-0.698, -4.013, -0.822], [4.391, -4.935, -0.670], [5.179, -3.985, 0.187], [4.202, -2.938, 0.612], [3.253, -2.919, -0.436], [3.221, -4.138, -1.180], [4.124, -5.837, -0.119], [5.033, -5.309, -1.467], [5.970, -3.532, -0.410], [5.677, -4.373, 1.077], [4.687, -1.971, 0.743], [3.749, -3.247, 1.553], [3.396, -4.054, -2.253], [2.251, -4.597, -0.991], [4.332, -0.736, 4.079], [5.601, -1.393, 4.582], [6.400, -1.515, 3.227], [5.750, -0.645, 2.325], [4.837, 0.176, 3.051], [3.859, -0.167, 4.880], [3.597, -1.485, 3.784], [5.427, -2.351, 5.073], [6.086, -0.884, 5.414], [6.334, -2.556, 2.913], [7.388, -1.055, 3.266], [4.075, 0.516, 2.349], [5.277, 1.082, 3.468]],
  "molar_mass_g_mol": 1088.52,
  "orbital_gap_ha": 0.3407,
  "max_force_ev_per_a": 3.7,
  "total_energy_ha": -3598.89215,
  "e_lumo_ha": 0.0156,
  "e_homo_ev": -8.8
}